Record 1
221
Properties=species:S:1:pos:R:3:forces:R:3 method="wB97M-V/def2-TZVPD" homo_lumo_gap_ev=7.3 e_lumo_ev=-0.16 e_tot_ha=-4279.7428 spin_multiplicity=1
Sr -14.925 -16.911 -11.669 0.3 -0.3 -0.1
C -15.069 -19.695 -11.254 0.9 0.8 -0.8
O -14.901 -20.791 -10.736 -0.7 -1.2 0.8
O -16.233 -19.053 -11.339 1.3 -0.1 0.0
O -13.969 -19.094 -11.757 -1.1 0.5 0.2
C -11.429 -17.221 -7.316 2.0 -2.2 1.0
O -11.163 -17.719 -8.601 -1.2 0.4 -0.7
C -9.858 -18.010 -9.034 0.8 -0.5 2.5
C -9.843 -19.306 -9.768 -0.4 -2.4 0.7
N -10.601 -19.359 -10.976 0.2 1.5 -0.6
C -10.364 -20.599 -11.641 -2.2 -1.0 0.5
C -11.005 -20.735 -13.002 0.1 0.2 -0.2
O -10.335 -19.900 -13.958 0.1 -0.8 -0.2
C -10.414 -20.490 -15.254 -0.4 0.9 0.0
H -11.120 -16.212 -7.091 -0.2 0.7 -0.4
H -10.836 -17.853 -6.571 -0.6 0.6 -0.6
H -12.455 -17.455 -7.129 -0.6 0.5 0.2
H -9.204 -18.144 -8.089 -0.6 0.4 -1.5
H -9.520 -17.206 -9.664 0.5 0.5 -0.2
H -10.205 -20.188 -9.088 0.7 1.4 -0.5
H -8.834 -19.583 -10.082 0.3 0.3 0.5
H -11.578 -19.172 -10.814 -0.5 -0.3 -0.1
H -10.754 -21.437 -10.974 0.5 0.4 -0.8
H -9.325 -20.736 -11.799 1.2 -0.1 0.1
H -12.087 -20.551 -13.026 0.1 0.1 0.2
H -10.826 -21.752 -13.325 -0.1 -0.6 0.0
H -10.002 -21.508 -15.369 0.0 0.2 0.6
H -9.800 -19.820 -15.883 -0.7 -0.3 -0.1
H -11.497 -20.549 -15.549 0.9 0.2 -0.2
C -12.410 -14.514 -10.294 -1.1 0.4 -0.8
O -12.623 -15.654 -11.128 -1.4 1.1 0.8
C -11.529 -15.855 -11.963 1.3 -1.4 0.0
C -11.886 -16.961 -12.945 -1.0 -0.4 0.2
N -13.113 -16.685 -13.772 1.8 2.2 -0.1
C -13.455 -17.865 -14.526 -0.8 0.8 -1.6
C -14.839 -17.705 -15.158 0.8 1.1 0.4
O -15.789 -17.397 -14.151 0.7 0.1 0.1
C -17.099 -17.902 -14.293 0.1 0.3 -0.8
H -12.362 -13.572 -10.894 -0.2 -0.6 0.2
H -11.466 -14.620 -9.828 1.0 -0.1 0.9
H -13.223 -14.429 -9.557 0.3 -0.2 -0.3
H -10.728 -16.313 -11.297 -0.3 0.9 -1.0
H -11.229 -14.894 -12.415 0.1 -0.3 0.0
H -12.245 -17.789 -12.301 0.7 0.1 -0.4
H -11.014 -17.310 -13.534 -0.4 0.2 0.3
H -12.913 -15.840 -14.379 -0.4 -1.4 0.6
H -13.504 -18.617 -13.794 0.0 -1.5 0.7
H -12.768 -18.123 -15.355 0.1 0.1 0.4
H -15.071 -18.590 -15.708 -0.5 -0.9 -0.3
H -14.782 -16.883 -15.886 -0.2 0.1 0.0
H -17.364 -18.289 -13.314 -0.2 -0.6 -0.1
H -17.096 -18.627 -15.126 -0.4 -0.1 0.7
H -17.786 -17.086 -14.564 0.1 -0.1 0.0
C -5.542 -22.054 -7.890 0.2 -0.3 0.7
O -6.628 -22.358 -7.019 -0.1 0.3 -0.3
C -6.942 -21.301 -6.120 0.3 0.2 0.6
C -8.320 -21.545 -5.516 -0.1 -0.1 -0.8
N -9.320 -20.936 -6.401 -0.5 -0.7 -1.6
C -10.653 -20.985 -5.785 -0.8 -1.7 -2.2
C -11.821 -20.839 -6.838 -0.2 1.4 0.9
O -11.979 -21.896 -7.774 1.4 0.5 1.5
C -12.756 -21.532 -8.864 -0.2 0.1 -1.3
H -5.554 -22.685 -8.787 -0.3 0.0 0.4
H -4.583 -22.247 -7.358 -0.4 0.4 -0.3
H -5.629 -21.018 -8.210 0.3 0.2 -0.1
H -6.986 -20.326 -6.587 -0.2 0.3 -0.9
H -6.142 -21.105 -5.394 0.0 -0.8 0.4
H -8.499 -21.051 -4.555 0.6 -0.3 0.1
H -8.476 -22.637 -5.459 0.0 0.2 0.4
H -9.329 -21.460 -7.333 -0.1 0.9 1.7
H -10.746 -20.207 -5.064 -0.1 0.8 0.6
H -10.817 -21.940 -5.259 0.0 0.0 0.0
H -11.726 -19.831 -7.316 0.3 -0.9 -0.3
H -12.781 -20.704 -6.293 0.3 -0.4 0.1
H -12.754 -22.400 -9.527 -0.3 0.2 0.0
H -12.350 -20.694 -9.430 0.4 0.1 0.0
H -13.766 -21.209 -8.631 -0.2 -0.3 0.3
C -17.053 -25.695 -11.609 0.1 -0.1 2.0
O -16.659 -27.071 -11.835 -0.2 1.7 -0.7
C -15.817 -27.053 -12.976 2.5 -0.7 0.0
C -15.545 -28.488 -13.460 -2.1 -0.9 0.2
N -16.883 -29.096 -13.730 -0.1 0.3 0.1
C -16.912 -30.537 -14.024 -1.5 0.7 1.6
C -18.347 -30.977 -14.297 -1.1 -0.5 0.7
O -19.156 -30.751 -13.130 0.3 -0.2 0.6
C -20.533 -30.531 -13.401 0.6 -0.7 0.0
H -17.497 -25.216 -12.456 0.2 0.2 -0.9
H -16.246 -25.073 -11.136 -0.2 -0.5 -0.9
H -17.837 -25.617 -10.848 0.0 -0.7 0.0
H -14.832 -26.551 -12.749 -0.7 -0.5 0.2
H -16.159 -26.458 -13.814 -0.9 0.1 -0.2
H -15.055 -29.128 -12.708 0.4 0.5 0.0
H -15.006 -28.544 -14.409 0.3 0.4 0.2
H -17.550 -28.774 -13.005 0.7 -0.9 -0.5
H -16.468 -31.189 -13.239 -0.1 0.3 -0.3
H -16.451 -30.708 -14.949 1.3 -0.2 -1.3
H -18.466 -32.062 -14.571 0.5 0.7 0.2
H -18.779 -30.409 -15.121 0.2 0.3 -0.2
H -21.185 -30.608 -12.510 0.8 -0.1 -0.3
H -20.855 -31.237 -14.160 -0.4 -0.2 -0.1
H -20.593 -29.554 -13.806 -0.6 1.2 -0.5
C -17.085 -22.412 -7.928 0.2 0.2 0.3
O -16.477 -23.694 -7.966 -0.7 -0.2 0.1
C -15.120 -23.591 -8.313 0.5 1.2 -0.6
C -14.481 -24.941 -8.612 -0.8 0.1 2.8
N -14.582 -25.849 -7.436 -1.3 -0.1 -0.2
C -14.774 -27.240 -7.910 -0.3 1.7 -1.3
C -14.902 -28.242 -6.843 -1.3 -0.6 0.5
O -16.210 -28.110 -6.272 0.3 -0.2 -0.6
C -16.411 -28.876 -5.098 0.3 0.0 -0.7
H -18.130 -22.553 -7.627 0.2 0.1 -0.2
H -17.003 -21.880 -8.894 -0.1 -0.3 0.1
H -16.579 -21.757 -7.181 -0.2 -0.3 -0.2
H -14.629 -22.954 -7.502 0.0 -1.1 -0.9
H -15.082 -23.021 -9.266 0.3 0.1 0.4
H -13.468 -24.797 -8.832 1.7 0.4 -0.5
H -14.940 -25.427 -9.424 -0.8 -0.3 -1.5
H -15.502 -25.611 -7.071 0.2 0.1 0.5
H -13.888 -27.419 -8.474 0.8 -0.7 -0.6
H -15.632 -27.289 -8.657 0.7 -0.2 0.9
H -14.212 -28.076 -6.028 0.7 0.0 0.0
H -14.782 -29.242 -7.292 0.1 0.1 0.3
H -17.209 -29.594 -5.262 -0.2 -0.3 -0.1
H -16.786 -28.134 -4.403 0.4 -0.4 0.9
H -15.487 -29.464 -4.844 -0.8 0.8 0.3
C -10.764 -25.091 -11.658 0.8 -1.1 1.9
O -10.411 -24.651 -10.322 -0.2 0.8 -0.8
C -10.228 -25.687 -9.440 0.7 -2.0 1.4
C -9.542 -25.302 -8.086 0.7 -1.7 1.6
N -10.204 -24.403 -7.135 1.4 -0.3 -1.1
C -11.430 -24.796 -6.514 -0.7 0.9 0.2
C -11.189 -25.354 -5.131 0.6 0.1 0.0
O -10.393 -26.541 -5.099 -0.6 -0.3 -0.1
C -10.345 -27.016 -3.772 0.3 0.2 0.1
H -9.883 -25.652 -12.078 -0.7 0.6 0.0
H -10.992 -24.167 -12.160 -0.3 -0.1 -0.6
H -11.598 -25.829 -11.543 0.3 0.8 -0.5
H -9.463 -26.426 -9.819 -0.7 0.3 -0.2
H -11.202 -26.272 -9.272 1.0 0.7 -0.1
H -8.489 -24.923 -8.236 -1.2 -0.1 -0.3
H -9.325 -26.311 -7.489 -0.7 1.8 -1.4
H -10.219 -23.496 -7.550 -0.6 0.6 -0.1
H -12.045 -25.470 -7.118 0.0 0.0 0.1
H -12.032 -23.845 -6.359 0.4 -1.2 -0.2
H -12.160 -25.485 -4.635 0.1 -0.2 0.2
H -10.532 -24.655 -4.605 -0.6 0.6 0.3
H -10.112 -26.187 -3.067 -0.4 -0.3 -0.2
H -9.503 -27.704 -3.677 -0.2 -0.2 -0.2
H -11.294 -27.516 -3.502 0.4 0.2 0.1
C -12.912 -25.623 -14.612 0.0 -1.2 2.2
O -13.410 -24.579 -13.827 -0.6 0.5 -1.0
C -13.511 -23.390 -14.602 0.6 0.3 -1.1
C -14.307 -22.395 -13.818 0.1 1.0 1.3
N -15.733 -22.780 -13.780 0.1 -0.9 1.0
C -16.545 -21.814 -13.029 -0.3 0.4 -1.1
C -17.967 -21.850 -13.532 1.6 -1.3 -1.3
O -18.405 -23.199 -13.349 -2.0 0.6 -0.6
C -19.774 -23.285 -13.862 1.5 0.0 -0.3
H -13.573 -25.966 -15.367 -0.9 -0.1 -0.9
H -12.766 -26.474 -13.912 0.1 0.4 -0.5
H -11.979 -25.351 -15.030 1.2 0.2 -0.7
H -14.045 -23.449 -15.610 0.3 -0.8 1.1
H -12.454 -23.076 -14.915 -1.1 0.0 0.8
H -14.256 -21.429 -14.403 0.0 -0.7 0.9
H -13.876 -22.260 -12.747 -0.5 0.1 -1.7
H -15.869 -23.703 -13.329 0.5 0.6 -0.5
H -16.144 -20.892 -13.385 0.2 1.3 0.2
H -16.518 -21.764 -11.941 0.4 -0.6 0.0
H -17.950 -21.624 -14.628 -0.1 -0.1 0.5
H -18.584 -21.117 -13.060 -0.6 0.4 0.7
H -19.824 -23.504 -14.968 0.2 -0.1 1.1
H -20.180 -22.302 -13.728 -0.8 0.5 0.1
H -20.313 -23.992 -13.246 -0.1 -0.3 -0.2
C -19.640 -24.809 -7.585 0.5 -1.0 0.6
O -20.414 -23.663 -7.386 -0.3 0.6 0.0
C -21.318 -23.421 -8.473 -0.1 0.1 1.5
C -20.703 -22.575 -9.512 -0.7 0.8 -1.4
N -20.535 -21.142 -9.185 0.2 0.1 0.0
C -19.816 -20.437 -10.302 -0.2 -1.6 0.8
C -19.944 -18.947 -10.311 -1.5 -0.9 -2.3
O -19.310 -18.350 -9.298 1.9 0.9 2.3
C -19.977 -18.327 -8.046 -0.1 0.3 -0.1
H -18.701 -24.787 -6.992 -0.5 0.4 -0.5
H -19.399 -24.932 -8.640 0.3 -0.1 -0.1
H -20.174 -25.705 -7.220 -0.1 0.1 -0.3
H -22.126 -22.840 -8.058 -0.5 0.0 0.4
H -21.724 -24.378 -8.817 0.1 0.1 -0.3
H -21.314 -22.661 -10.431 -0.3 0.5 0.4
H -19.836 -23.050 -9.871 2.0 -0.5 -0.2
H -20.023 -20.991 -8.295 -0.3 -0.6 -0.9
H -20.205 -20.905 -11.216 0.1 0.4 0.0
H -18.749 -20.645 -10.229 0.3 -0.2 -0.3
H -21.003 -18.670 -10.349 -0.3 0.1 0.0
H -19.475 -18.592 -11.241 -0.1 -0.1 0.1
H -19.214 -18.410 -7.235 -0.7 0.1 -0.6
H -20.768 -19.085 -7.964 0.5 0.0 0.1
H -20.484 -17.366 -8.052 -0.1 0.3 0.8
C -15.981 -13.752 -13.018 -0.7 -0.8 1.3
O -16.526 -15.002 -12.436 0.4 1.3 -1.2
C -17.801 -14.805 -11.799 1.1 1.0 -0.9
C -18.206 -16.117 -11.209 0.5 1.6 1.3
N -17.118 -16.583 -10.341 -0.7 -0.9 -0.5
C -17.108 -16.115 -8.941 -1.3 -1.7 -0.2
C -16.320 -17.155 -8.193 0.8 -1.8 -0.2
O -15.075 -17.330 -8.896 -1.3 1.6 0.0
C -14.381 -18.485 -8.568 0.2 -1.0 -1.9
H -16.801 -13.090 -13.358 0.4 -0.4 0.1
H -15.341 -14.031 -13.859 0.0 0.1 0.3
H -15.426 -13.235 -12.199 -0.2 -0.2 -0.8
H -18.499 -14.449 -12.563 -0.2 -0.1 0.0
H -17.630 -13.981 -11.118 -0.4 0.1 0.8
H -18.391 -16.704 -12.085 0.0 -1.1 0.0
H -19.119 -15.922 -10.641 -0.3 -0.4 -0.1
H -17.078 -17.626 -10.406 -0.1 0.7 0.4
H -18.124 -16.222 -8.485 0.4 0.7 -0.4
H -16.718 -15.117 -8.883 0.1 0.6 0.2
H -16.883 -18.138 -8.278 0.4 0.9 0.0
H -16.116 -17.029 -7.108 -0.2 0.5 -0.5
H -14.959 -19.403 -8.815 0.1 0.5 0.2
H -14.142 -18.463 -7.534 0.7 -0.2 1.0
H -13.539 -18.441 -9.295 0.0 -0.5 1.1

***

Record 2
113
Properties=species:S:1:pos:R:3:forces:R:3 method="wB97M-V/def2-TZVPD" relative_energy_kcal_mol=1.34 homo_lumo_gap_ev="6.6 / 6.7" s_squared=3.8102 e_lumo_ev="-3.01 / -3.05" total_charge=+1 e_tot_ha=-10721.0259 spin_multiplicity=4
Cr -1.481 0.021 -0.718 0.3 0.7 -0.5
Br -0.888 2.699 0.067 0.4 0.1 0.0
C -2.549 3.327 -0.619 -0.2 -0.1 -0.3
C -3.003 4.553 -0.251 0.0 0.1 0.0
C -4.154 5.062 -0.887 -0.3 -0.2 -0.3
C -4.773 4.353 -1.886 0.6 0.6 0.7
C -4.289 3.088 -2.272 -0.1 0.1 0.2
C -4.921 2.387 -3.315 0.4 -0.5 -0.3
C -4.414 1.170 -3.680 -0.4 -0.1 0.2
C -3.419 0.544 -2.903 0.1 0.1 0.4
C -2.813 1.151 -1.821 0.2 0.0 -0.4
C -3.179 2.508 -1.587 -0.2 -0.2 0.3
H -2.498 5.147 0.496 0.1 0.0 0.0
H -4.537 6.028 -0.601 0.0 0.1 0.1
H -5.619 4.797 -2.384 -0.2 -0.1 -0.2
H -5.784 2.815 -3.810 0.1 0.0 0.0
H -4.849 0.596 -4.487 -0.1 0.1 -0.1
H -3.194 -0.487 -3.110 0.1 -0.2 -0.1
Br 0.586 -7.144 5.117 0.0 0.3 0.7
C 0.366 -7.126 3.269 -0.4 -0.6 -0.3
C 1.252 -7.850 2.504 0.5 -0.4 -0.1
C 1.071 -7.973 1.148 0.4 -0.1 -0.4
C 0.013 -7.343 0.483 0.7 0.1 0.7
C -0.922 -6.689 1.275 -0.8 0.5 0.7
C -0.765 -6.613 2.682 0.1 0.0 -1.4
N 0.077 -7.504 -0.941 -0.3 0.0 0.2
N -0.264 -6.641 -1.752 0.1 0.0 -0.2
C -0.758 -5.332 -1.424 0.4 -0.1 0.6
C -1.946 -5.008 -2.002 -0.6 -0.1 -0.5
C -2.537 -3.746 -1.881 0.1 -0.2 0.2
C -1.863 -2.745 -1.230 -0.4 0.5 -0.1
O -2.378 -1.529 -1.184 0.1 -0.3 0.0
C -0.597 -3.028 -0.639 0.2 -0.1 -0.3
N 0.061 -1.966 -0.105 -0.5 0.7 0.5
C 1.231 -2.158 0.449 0.0 -0.1 -0.5
C 1.886 -3.382 0.408 -0.1 -0.2 0.3
C 1.246 -4.451 -0.146 0.4 -1.1 -0.3
C -0.037 -4.335 -0.709 -0.1 0.8 0.0
H 2.054 -8.391 2.984 0.2 0.1 0.0
H 1.811 -8.547 0.591 -0.3 0.1 -0.1
H -1.813 -6.208 0.855 0.4 -0.3 0.0
H -1.521 -6.179 3.296 -0.4 0.4 0.2
H -2.434 -5.770 -2.601 0.0 0.0 0.1
H -3.513 -3.517 -2.289 0.1 -0.1 -0.1
H 1.784 -1.340 0.891 -0.2 0.5 0.0
H 2.873 -3.418 0.834 0.2 -0.4 0.0
H 1.730 -5.426 -0.207 0.1 0.3 0.1
C -2.093 -3.326 4.856 -0.2 0.0 0.0
O -1.189 -2.267 4.586 0.3 0.2 0.0
C -0.512 -1.734 5.623 0.6 0.4 0.0
C -0.721 -2.017 6.963 -0.5 -0.1 0.0
C -0.010 -1.361 7.949 0.2 0.0 0.2
C 1.006 -0.486 7.657 0.6 0.6 -0.6
C 1.278 -0.205 6.318 -0.3 -0.1 -0.2
C 0.500 -0.795 5.327 0.3 0.2 -0.5
N 0.746 -0.469 3.926 0.3 -0.6 0.9
C -0.155 -0.038 3.094 -1.5 0.8 -0.5
C -1.398 0.618 3.331 0.6 0.2 0.9
C -1.735 1.311 4.554 0.5 -0.6 -0.8
C -2.820 2.111 4.582 -0.4 -0.2 0.0
C -3.700 2.145 3.478 -0.5 0.6 0.2
C -3.471 1.492 2.315 0.5 0.0 -0.4
C -2.266 0.751 2.207 -0.2 -0.5 0.0
O -1.988 0.114 1.141 0.1 -0.7 -0.7
H -2.921 -2.996 5.495 0.1 0.0 -0.2
H -1.570 -4.149 5.325 0.1 -0.3 0.2
H -2.466 -3.661 3.889 -0.1 0.2 0.1
H -1.479 -2.717 7.268 -0.2 -0.1 -0.1
H -0.245 -1.521 8.981 -0.2 -0.3 0.3
H 1.586 0.009 8.431 -0.2 -0.1 -0.1
H 2.053 0.503 6.028 -0.2 -0.2 0.1
H 1.576 -0.850 3.483 -0.1 0.0 0.4
H 0.091 -0.179 2.048 0.0 0.0 -0.1
H -1.100 1.215 5.415 0.2 0.0 0.2
H -3.078 2.688 5.447 0.0 0.1 0.4
H -4.592 2.743 3.603 -0.1 0.0 -0.2
H -4.099 1.536 1.422 0.0 0.0 0.5
Cl 3.127 5.234 -7.734 0.0 -0.1 -0.1
C 3.301 4.288 -6.300 -0.4 -0.4 0.5
C 2.162 3.827 -5.618 1.0 0.4 -0.2
C 2.314 3.192 -4.402 -0.1 0.1 -0.3
C 3.573 2.961 -3.862 0.0 -0.4 0.6
C 3.768 2.315 -2.498 0.1 -0.2 -0.6
C 3.557 0.785 -2.588 -0.1 0.3 -0.6
N 2.156 0.423 -2.775 0.1 0.2 0.3
C 1.469 0.158 -3.922 0.2 -0.3 -1.4
C 0.150 0.043 -3.600 0.2 0.1 0.4
N 0.028 0.249 -2.244 0.1 -0.3 0.7
C 1.255 0.463 -1.797 -0.5 0.0 -0.1
O 2.913 2.716 -1.463 -0.4 0.1 0.4
C 2.466 4.057 -1.272 0.2 0.7 -0.2
C 3.236 5.175 -1.963 -0.8 -0.8 0.3
C 4.554 5.483 -1.842 -0.1 -0.3 0.0
Cl 5.700 4.622 -0.898 0.1 0.1 0.1
S 5.008 6.798 -2.834 0.2 0.1 0.2
C 3.398 6.997 -3.354 -0.3 0.2 -0.3
C 2.553 6.066 -2.838 0.6 0.2 0.1
C 4.679 3.294 -4.621 0.2 0.6 -0.8
Cl 6.293 2.883 -4.135 0.1 0.0 0.1
C 4.566 3.993 -5.829 -0.6 -0.4 0.5
H 1.202 4.030 -6.030 -0.6 0.1 -0.2
H 1.424 2.881 -3.874 0.0 0.0 0.2
H 4.799 2.514 -2.192 -0.1 -0.3 -0.1
H 3.878 0.333 -1.675 0.3 -0.3 0.6
H 4.115 0.345 -3.411 0.2 0.1 0.0
H 1.997 0.052 -4.869 -0.3 0.1 0.3
H -0.716 -0.162 -4.198 0.0 0.0 -0.2
H 1.550 0.667 -0.796 0.0 0.1 0.6
H 2.462 4.246 -0.195 0.1 -0.2 0.0
H 1.418 4.119 -1.593 0.2 0.0 -0.1
H 3.157 7.814 -4.011 0.0 0.0 -0.1
H 1.496 5.986 -3.047 0.0 0.1 -0.1
H 5.436 4.286 -6.372 0.4 0.1 -0.2